(1)
{
  "formula": "C2H2Br2O2S",
  "method": "ωB97M-V/def2-TZVPD",
  "species": ["C", "C", "O", "H", "H", "O", "Br", "S", "Br"],
  "coordinates": [[2.485, 0.323, 0.526], [2.418, 0.578, 1.687], [-2.264, 2.595, 0.569], [-3.136, 2.474, 0.872], [2.454, 1.042, 2.685], [-2.404, 0.382, 1.676], [2.650, -0.447, -1.082], [-1.420, 1.191, 0.958], [-1.295, 0.297, -1.066]],
  "forces_ev_per_angstrom": [[0.05, -0.85, -0.75], [0.09, 1.50, 2.15], [3.22, -0.49, -0.66], [-2.00, -0.32, 0.87], [-0.17, -0.75, -1.13], [-0.28, -1.14, 0.62], [-0.02, 0.10, -0.27], [-1.33, 4.34, 4.26], [0.43, -2.39, -5.08]],
  "mulliken_spin": [-0.006, 0.005, 0.078, 0.000, 0.003, 0.442, 0.000, 0.709, 0.769],
  "e_homo_ev": [-6.6, -10.1],
  "spin_multiplicity": 3,
  "total_charge": 0,
  "s2": 2.01,
  "orbital_gap_ev": [7.17, 6.17],
  "lumo_energy_ev": [0.57, -3.96]
}

(2)
{
  "formula": "C4H5BrO",
  "method": "ωB97M-V/def2-TZVPD",
  "species": ["C", "C", "H", "H", "H", "Br", "C", "H", "O", "H", "C"],
  "coordinates": [[2.650, -0.252, 0.184], [-1.492, 0.677, 0.342], [2.620, -1.886, -1.168], [-0.536, 0.481, 1.000], [-3.141, 0.025, 1.698], [-1.059, 1.104, -1.531], [-2.744, 0.337, 0.709], [2.148, -0.211, -1.659], [2.803, 0.291, 1.194], [-3.672, 0.297, 0.177], [2.423, -0.863, -0.945]],
  "forces_ev_per_angstrom": [[0.08, -0.57, 0.58], [0.29, -1.47, 0.74], [0.10, -0.38, 0.22], [-2.18, 0.80, -1.43], [1.67, 0.24, 0.03], [-0.32, -0.18, 1.35], [0.37, 0.06, 0.87], [-1.07, 1.93, -2.70], [0.03, 0.17, 0.04], [0.20, 0.56, -1.57], [0.82, -1.15, 1.87]],
  "lowdin_charge": [-0.275, -0.597, 0.062, 0.083, 0.064, 0.556, -0.120, 0.006, 0.167, 0.039, 0.015],
  "e_homo_ev": -9.4,
  "smiles": "C=C=O.C=CBr",
  "total_charge": 0,
  "orbital_gap_ev": 10.13,
  "lumo_energy_ev": 0.77
}

(3)
{
  "formula": "C4H8O2",
  "method": "ωB97M-V/def2-TZVPD",
  "species": ["C", "H", "H", "H", "H", "O", "C", "C", "C", "H", "O", "H", "H", "H"],
  "coordinates": [[0.430, -0.685, -0.096], [1.768, -1.854, 1.105], [0.310, -1.303, 1.959], [-1.262, -0.714, -1.384], [-2.025, 1.764, -0.316], [-0.426, 2.065, -1.524], [-0.940, 1.928, -0.437], [-0.852, -0.929, -0.401], [1.063, -1.024, 1.219], [-0.360, 1.981, 0.501], [1.321, -0.086, -0.925], [-1.509, -1.394, 0.325], [0.849, 0.413, -1.610], [1.631, -0.163, 1.586]],
  "forces_ev_per_angstrom": [[-0.18, -0.12, 0.21], [-0.08, 0.11, -0.03], [0.10, 0.00, -0.12], [0.10, 0.00, 0.13], [0.06, 0.04, -0.08], [-0.26, 0.01, 0.41], [0.08, 0.07, -0.29], [0.07, 0.02, -0.02], [0.01, -0.02, 0.07], [0.04, 0.02, -0.10], [-0.10, 0.01, -0.10], [0.15, 0.04, -0.08], [0.09, -0.08, 0.04], [-0.09, -0.11, -0.03]],
  "lowdin_charge": [-0.495, 0.088, 0.080, 0.071, 0.090, -0.029, -0.152, 0.020, -0.034, 0.094, 0.031, 0.065, 0.086, 0.085],
  "e_homo_ev": -9.0,
  "smiles": "C=C(C)O.C=O",
  "total_charge": 0,
  "orbital_gap_ev": 9.83,
  "lumo_energy_ev": 0.79
}

(4)
{
  "formula": "C25H24GeO3PPmSSe2",
  "method": "ωB97M-V/def2-TZVPD",
  "species": ["H", "O", "C", "C", "C", "C", "C", "H", "C", "C", "H", "C", "C", "H", "H", "Pm", "H", "H", "H", "O", "H", "C", "C", "H", "C", "C", "O", "H", "P", "C", "H", "H", "H", "C", "H", "H", "C", "Se", "H", "S", "H", "C", "H", "C", "C", "Se", "H", "H", "H", "H", "C", "C", "C", "C", "H", "Ge", "C", "C"],
  "coordinates": [[-1.947, -2.689, -0.191], [0.628, -0.220, -4.571], [-2.309, -2.238, -3.539], [0.967, -0.845, 2.412], [0.049, -0.262, 4.586], [2.925, -1.723, -4.813], [-4.395, 4.228, 1.312], [0.481, 1.153, 3.151], [0.883, -2.189, 2.740], [-0.014, -1.601, 4.947], [-0.207, 0.564, 5.282], [-1.928, -2.814, -2.359], [0.409, -2.552, 4.000], [-4.920, 5.166, 1.577], [-3.393, -0.446, -4.326], [-0.118, -0.809, -2.498], [1.262, -2.951, 2.041], [-4.557, 3.435, 3.309], [6.637, 2.094, 1.350], [0.837, -1.811, -6.446], [2.352, 2.165, 1.993], [-3.968, 3.929, 0.017], [3.261, 1.668, 1.563], [4.544, 3.195, 2.325], [-2.637, -0.871, -1.032], [-2.934, -0.973, -3.436], [0.712, -2.395, -3.913], [-4.156, 4.633, -0.780], [1.553, -0.377, 0.785], [4.216, -0.100, 0.318], [3.133, -2.618, -5.456], [-2.196, -2.750, -4.500], [-1.952, -0.661, 1.806], [-3.011, -0.235, -2.224], [-3.206, 2.505, -1.279], [-3.309, 0.769, -2.294], [-3.448, 2.130, 2.081], [1.679, -2.085, -0.547], [0.466, -3.608, 4.271], [1.184, -1.520, -5.087], [3.590, -0.932, -5.130], [-4.193, 3.291, 2.312], [4.129, -0.954, -0.292], [-3.345, 2.755, -0.254], [5.505, 0.443, 0.493], [0.078, 1.064, -0.095], [-0.403, -1.944, 5.917], [3.000, -1.920, -3.741], [-1.469, -3.809, -2.352], [6.457, -0.043, 0.282], [-2.205, -2.183, -1.105], [0.541, 0.112, 3.350], [-3.104, 1.838, 0.749], [4.525, 2.258, 1.745], [-3.289, 1.416, 2.909], [-2.183, 0.198, 0.583], [5.665, 1.639, 1.195], [3.127, 0.481, 0.860]],
  "forces_ev_per_angstrom": [[0.19, -0.29, 0.11], [0.40, 1.07, -0.07], [-1.21, 1.08, -0.60], [-0.48, 0.55, 0.23], [0.07, 0.76, 0.79], [0.05, -0.68, -0.66], [-0.33, 0.19, 0.30], [0.34, 0.77, -0.49], [0.37, -0.51, 0.14], [0.01, -0.86, -0.49], [-0.02, -0.88, -0.45], [-0.45, -1.31, 1.98], [0.20, -0.21, 0.49], [0.37, -0.67, -0.47], [0.90, -0.90, 0.85], [0.58, 0.09, -0.31], [-0.37, 0.35, 0.48], [-0.18, 0.36, 0.32], [-0.05, -0.20, -0.06], [0.03, -0.05, 1.53], [1.04, -0.45, -0.36], [-0.67, 1.55, 0.50], [-0.25, 1.43, 1.04], [0.33, -0.58, -0.44], [0.44, 0.89, 0.36], [-0.74, 1.38, -0.99], [-0.42, -0.58, -0.98], [-0.03, 0.05, -0.07], [0.20, -0.36, -0.22], [2.77, -0.17, -0.65], [0.02, 0.58, 0.87], [0.06, 0.31, 0.39], [0.00, -0.10, 0.12], [0.82, -2.36, -1.16], [0.53, -0.04, -0.62], [-0.58, 1.10, 0.15], [-0.87, 0.03, -0.47], [-0.22, 0.03, -0.22], [-0.29, 0.31, -0.05], [-0.07, -0.56, 0.32], [-0.26, 0.41, -0.20], [0.73, -0.34, 0.29], [-0.09, -1.08, -0.37], [-0.28, -0.77, -0.29], [0.19, 0.65, 1.03], [-0.37, 0.39, 0.15], [0.32, 0.34, -0.52], [0.33, -0.10, -0.33], [-0.14, 0.39, -0.01], [-0.63, -0.32, -0.74], [0.80, -0.77, -0.96], [-0.24, -0.62, -0.17], [0.42, -0.41, 1.61], [-0.94, -0.04, -0.15], [0.02, 0.46, -0.57], [0.07, -0.11, -0.72], [-1.16, 0.14, 0.37], [-1.28, 0.67, 0.46]],
  "mulliken_spin": [0.000, -0.007, -0.007, 0.001, 0.000, 0.001, 0.000, 0.000, 0.000, 0.000, 0.000, 0.002, 0.000, 0.000, 0.000, 4.045, 0.001, 0.000, 0.000, -0.001, 0.000, 0.000, 0.000, 0.000, 0.010, 0.000, -0.007, 0.000, -0.002, 0.000, 0.000, 0.000, 0.000, -0.007, 0.001, -0.002, 0.000, -0.010, 0.000, -0.002, 0.000, 0.000, 0.000, 0.000, 0.000, -0.004, 0.000, 0.000, 0.001, 0.000, -0.006, -0.001, 0.000, 0.000, 0.000, -0.004, 0.000, -0.001],
  "e_homo_ev": [-14.6, -14.6],
  "spin_multiplicity": 5,
  "total_charge": 2,
  "s2": 6.01,
  "orbital_gap_ev": [7.64, 7.74],
  "lumo_energy_ev": [-6.92, -6.82]
}

The evaluated largest force on an atom for the records listed, in turn: 6.22; 3.49; 0.48; 2.85 eV/Å.
The evaluated molar mass for the records listed, in turn: 249.91; 148.99; 88.11; 811.04 Da.